Entry 1:
{"formula": "CH2N4O", "method": "wB97M-V/def2-TZVPD", "homo_lumo_gap_ev": 8.16, "spin_multiplicity": 1, "energy_ev": -9072.713, "relative_energy_ev": 3.585, "fmax_ha_per_bohr": 0.021, "e_homo_ha": -0.32280, "elements": ["N", "C", "N", "O", "N", "N", "H", "H"], "coordinates": [[-0.34392, 1.06570, 1.09509], [-0.35992, 0.06786, 0.29221], [-1.05851, -1.02898, -0.12252], [-0.25384, -1.57808, -1.11969], [0.84574, -0.91858, -1.33496], [0.78784, 0.04800, -0.50986], [-1.11066, 1.18314, 1.73072], [1.40890, 0.82300, -0.29432]], "lowdin_charge": [0.08, -0.54, 0.12, -0.06, 0.11, 0.09, 0.03, 0.17]}

---

Entry 2:
{"formula": "CH2N4O", "method": "wB97M-V/def2-TZVPD", "homo_lumo_gap_ev": 10.22, "spin_multiplicity": 1, "energy_ev": -9073.038, "smiles": "[H]/N=c1\\nn[nH]o1", "relative_energy_ev": 3.260, "fmax_ha_per_bohr": 0.136, "e_homo_ha": -0.37363, "elements": ["H", "N", "C", "N", "N", "N", "O", "H"], "coordinates": [[-2.51371, 0.71878, 0.02398], [-1.94162, -0.06577, 0.11786], [-0.72122, 0.04917, 0.00030], [0.28137, 1.22289, 0.00193], [1.33745, 0.75944, -0.09968], [1.38222, -0.59505, 0.31671], [0.05149, -1.07858, -0.19868], [2.12402, -1.01089, -0.16242]], "lowdin_charge": [0.04, 0.19, -0.43, 0.08, -0.04, 0.07, -0.01, 0.09]}

---

Entry 3:
{"formula": "CH2N4O2", "method": "wB97M-V/def2-TZVPD", "homo_lumo_gap_ev": 10.76, "spin_multiplicity": 1, "energy_ev": -11117.219, "smiles": "N#CN(N)[N+](=O)[O-]", "relative_energy_ev": 6.402, "fmax_ha_per_bohr": 0.146, "e_homo_ha": -0.42686, "elements": ["N", "C", "N", "N", "N", "O", "O", "H", "H"], "coordinates": [[-0.89997, -1.97803, -1.91214], [-0.40735, -1.19144, -1.26420], [0.37224, 0.02112, -0.23363], [1.24739, -0.30933, 0.76812], [-0.67505, 0.90633, -0.04144], [-1.38825, 1.09376, -0.99997], [-0.68601, 1.48284, 0.98297], [1.85864, 0.54302, 1.03670], [0.57836, -0.56826, 1.66359]], "lowdin_charge": [0.12, -0.07, -0.10, 0.03, -0.48, 0.08, 0.11, 0.14, 0.17]}

---

Entry 4:
{"formula": "CH2N4O2", "method": "wB97M-V/def2-TZVPD", "homo_lumo_gap_ev": [7.67, 8.80], "spin_multiplicity": 1, "energy_ev": -11118.117, "relative_energy_ev": 5.504, "fmax_ha_per_bohr": 0.070, "e_homo_ha": [-0.34164, -0.37748], "elements": ["C", "N", "N", "N", "N", "O", "O", "H", "H"], "coordinates": [[-1.06587, 1.01092, -0.70206], [-1.56069, 1.23969, -1.75512], [-0.76611, -0.25519, 1.24935], [-0.57946, 0.82649, 0.47551], [1.39223, -0.36798, -0.75994], [2.10524, 0.00332, -1.61351], [1.33381, -1.11329, 0.21710], [-0.63350, -1.16904, 0.78274], [-0.22566, -0.17493, 2.10592]], "lowdin_charge": [-0.39, 0.14, 0.05, -0.03, -0.19, 0.16, 0.04, 0.11, 0.11]}